Formula: C4H12N2S2
Source: the Open Molecules 2025 dataset
Level of theory: ωB97M-V with the def2-TZVPD basis set

Structure (XYZ):
```
20
Properties=species:S:1:pos:R:3:nbo_charge:R:1
C -2.74 -0.06 0.38 -0.41
N -1.47 -0.86 0.71 -0.65
C -0.43 0.07 0.99 -0.07
C -0.07 0.32 2.43 -0.24
N -0.40 -0.79 3.24 -0.85
C 0.88 -0.32 0.26 -0.52
S 0.69 -0.40 -1.60 0.08
S 1.57 1.06 -2.53 -0.13
H -3.60 -0.83 0.10 0.19
H -3.14 0.42 1.24 0.18
H -2.53 0.54 -0.51 0.21
H -1.61 -1.61 1.34 0.37
H -0.65 1.11 0.55 0.19
H -0.37 1.33 2.70 0.17
H 1.01 0.50 2.48 0.19
H -0.35 -0.65 4.33 0.38
H -1.37 -1.17 3.05 0.35
H 1.15 -1.26 0.70 0.22
H 1.76 0.38 0.48 0.22
H 0.77 2.28 -2.34 0.11
```

Summary:
* energy relative to the best compared isomer or geometry (same formula, charge and spin): 180.7 kJ/mol
* HOMO level: -8.6 eV
* LUMO energy: 0.622 eV
* total energy: -28991.477 eV
* HOMO-LUMO gap: 9.222 eV

---

Formula: C4H9ClN2O3
Source: the Open Molecules 2025 dataset
Level of theory: ωB97M-V with the def2-TZVPD basis set

Structure (XYZ):
```
19
Properties=species:S:1:pos:R:3:nbo_charge:R:1
C 0.40 1.40 2.72 -0.47
C -0.23 -2.19 0.02 -0.26
C -0.18 -0.25 -2.61 -0.37
C 0.14 -0.06 -1.16 0.35
N 0.33 0.97 1.30 -0.12
N -0.20 1.77 0.57 0.33
O -0.56 2.87 0.74 -0.24
O -0.35 1.27 -0.83 -0.44
O -0.68 -0.96 -0.40 -0.55
Cl 0.66 -1.76 -3.15 -0.07
H -0.31 2.07 2.94 0.20
H 0.16 0.54 3.28 0.22
H 1.43 1.87 3.03 0.22
H -0.23 -2.82 -0.91 0.18
H -1.08 -2.58 0.59 0.19
H 0.71 -2.20 0.66 0.18
H -1.34 -0.32 -2.66 0.24
H 0.19 0.45 -3.22 0.21
H 1.12 -0.08 -0.91 0.17
```

Summary:
* energy relative to the best compared isomer or geometry (same formula, charge and spin): 30.2 kJ/mol
* HOMO level (spin up / spin down): -6.3 / -9.9 eV
* LUMO energy (spin up / spin down): 0.870 / -2.532 eV
* total energy: -25929.337 eV
* HOMO-LUMO gap (spin up / spin down): 7.134 / 7.414 eV
* 2S+1: 3

---

Formula: C17H25N3O3PTi
Source: the Open Molecules 2025 dataset
Level of theory: ωB97M-V with the def2-TZVPD basis set

Structure (XYZ):
```
50
Properties=species:S:1:pos:R:3:nbo_charge:R:1
C -1.21 -2.87 -0.84 -0.27
C -0.92 -1.93 -1.98 0.23
N -0.17 -0.86 -1.67 -0.54
C 0.60 -0.32 -2.64 0.28
C 0.15 -0.40 -3.96 -0.23
C -0.81 -1.36 -4.30 -0.07
C -1.27 -2.22 -3.30 -0.22
C 1.99 0.09 -2.23 -0.74
P 2.16 0.85 -0.52 1.04
H -1.90 -3.10 -3.50 0.27
H 0.54 0.33 -4.67 0.27
H -1.18 -1.44 -5.33 0.28
C -2.62 -1.45 0.49 -0.42
C -1.11 -3.00 1.59 -0.44
H 2.46 0.74 -2.98 0.29
H -0.41 -3.63 -0.76 0.26
H -2.17 -3.39 -1.02 0.25
C 2.11 2.65 -0.67 -0.95
C 3.93 0.59 -0.22 -0.94
H 2.18 3.04 0.36 0.26
H 2.98 3.01 -1.24 0.29
H 1.17 2.99 -1.12 0.25
H 4.08 0.55 0.86 0.26
H 4.28 -0.34 -0.69 0.27
H 4.50 1.44 -0.62 0.29
H -1.92 -3.76 1.59 0.27
H -0.14 -3.50 1.51 0.24
H -1.15 -2.42 2.51 0.22
H -3.39 -2.21 0.29 0.24
H -2.77 -1.02 1.49 0.21
H -2.70 -0.66 -0.27 0.24
C 1.74 -0.64 2.03 0.57
O 2.42 -0.44 2.96 -0.27
Ti 0.47 -0.77 0.43 1.40
O 1.79 -1.96 -0.33 -0.94
H 2.57 -0.87 -2.01 0.31
H 2.48 -2.49 0.11 0.52
N -1.29 -2.11 0.43 -0.46
O -0.44 0.71 1.09 -0.55
N -1.05 1.74 1.76 0.04
C -1.69 1.46 2.93 0.04
C -2.12 2.51 3.72 -0.19
C -1.91 3.83 3.32 -0.07
C -1.29 4.07 2.10 -0.18
C -0.90 3.00 1.30 0.04
H -1.78 0.41 3.25 0.25
H -2.59 2.28 4.68 0.29
H -2.23 4.66 3.94 0.28
H -1.07 5.07 1.77 0.28
H -0.42 3.15 0.32 0.26
```

Summary:
* HOMO level: -18.2 eV
* LUMO energy: -12.101 eV
* total energy: -61024.606 eV
* HOMO-LUMO gap: 6.126 eV
* net charge: +3

---

Formula: C26H43BrN6P2Pb
Source: the Open Molecules 2025 dataset
Level of theory: ωB97M-V with the def2-TZVPD basis set

Structure (XYZ):
```
79
Properties=species:S:1:pos:R:3:lowdin_charge:R:1
N -1.05 -8.61 -4.69 0.16
C -1.80 -8.57 -3.59 -0.05
C -1.90 -7.44 -2.77 0.05
C -1.19 -6.27 -3.10 -0.14
C -0.41 -6.32 -4.29 0.06
C -0.38 -7.52 -5.04 -0.05
C -1.27 -5.07 -2.25 0.05
Pb -2.28 -0.97 0.29 1.52
P -1.99 5.54 0.03 1.22
C -0.81 -3.85 -2.61 0.04
C -0.46 -2.75 -1.74 -0.23
C -0.31 -1.43 -2.23 0.01
C -0.03 -0.36 -1.39 -0.22
C 0.49 -0.53 -0.07 -0.50
C -0.05 -1.83 0.49 -0.36
C -0.29 -2.93 -0.36 -0.06
Br -0.50 1.50 1.19 0.34
H -1.76 -5.18 -1.28 0.14
H -0.67 -3.69 -3.68 0.14
H -2.54 -7.50 -1.89 0.13
H 0.18 -5.47 -4.65 0.13
H -2.34 -9.48 -3.33 0.14
H 0.22 -7.63 -5.94 0.14
H -0.47 -1.27 -3.30 0.16
H -0.38 -3.94 0.05 0.15
H -0.13 0.67 -1.77 0.13
H 0.03 -2.10 1.55 0.07
P 1.92 0.42 0.67 0.87
C -3.19 4.15 0.22 -0.38
C -4.55 4.61 -0.33 -0.14
H -3.27 3.89 1.28 0.09
H -2.81 3.29 -0.35 0.06
H -5.35 3.91 -0.09 0.09
H -4.85 5.59 0.06 0.08
H -4.53 4.71 -1.42 0.08
C -1.00 5.02 -1.42 -0.38
C -0.23 6.22 -2.02 -0.13
H -1.69 4.61 -2.18 0.10
H -0.30 4.24 -1.09 0.07
H 0.21 5.95 -2.99 0.09
H -0.89 7.09 -2.20 0.09
H 0.60 6.55 -1.38 0.08
C -0.78 5.28 1.39 -0.38
C -1.16 6.05 2.67 -0.13
H 0.21 5.63 1.03 0.10
H -0.75 4.19 1.58 0.01
H -0.47 5.79 3.49 0.09
H -1.11 7.14 2.55 0.09
H -2.17 5.80 3.01 0.08
C 2.91 1.21 2.14 -0.28
C 4.40 0.90 2.19 -0.09
H 2.39 0.92 3.05 0.07
H 2.72 2.29 2.07 0.09
H 4.57 -0.09 2.62 0.08
H 4.90 0.94 1.21 0.09
H 4.93 1.62 2.82 0.11
C 2.35 1.69 -0.58 -0.34
C 2.78 1.13 -1.91 -0.10
H 3.14 2.28 -0.09 0.10
H 1.49 2.37 -0.64 0.05
H 3.69 0.51 -1.81 0.09
H 2.00 0.52 -2.37 0.06
H 2.99 1.97 -2.57 0.10
C 2.98 -1.03 0.39 -0.33
C 2.85 -1.97 1.59 -0.11
H 4.01 -0.68 0.24 0.09
H 2.67 -1.53 -0.54 0.11
H 2.62 -2.99 1.27 0.09
H 3.80 -2.01 2.14 0.09
H 2.07 -1.67 2.31 0.04
N 0.74 -1.79 5.06 0.17
N -0.49 -1.40 4.54 -0.22
N -1.63 -1.70 5.19 0.18
C -2.53 -1.54 4.20 -0.14
N -1.99 -1.21 3.00 -0.08
N -0.64 -1.16 3.24 0.00
H 1.48 -1.21 4.67 0.10
H 0.69 -1.81 6.06 0.13
H -3.58 -1.73 4.36 0.13
```

Summary:
* energy relative to the best compared isomer or geometry (same formula, charge and spin): 0.0 kJ/mol
* HOMO level (spin up / spin down): -19.1 / -19.1 eV
* LUMO energy (spin up / spin down): -14.010 / -12.512 eV
* total energy: -130422.613 eV
* HOMO-LUMO gap (spin up / spin down): 5.117 / 6.604 eV
* net charge: +4